C4H17BrMgNO4 as an isolated structure. Source: the OMol25 dataset; level of theory: the ωB97M-V functional and the def2-TZVPD basis.

Computed properties:
* electronic energy: -89590.139 eV
* HOMO energy: -11.68 eV
* gap between HOMO and LUMO: 0.313 Ha

Structure (ORCA input):
```
! wB97M-V def2-TZVPD RIJCOSX def2/J DEFGRID3
* xyz 1 1
Mg 16.604 11.362 -18.221
Br 14.802 12.969 -18.537
O 16.516 10.389 -20.097
H 16.870 10.805 -20.891
H 15.910 9.712 -20.420
O 17.027 11.934 -16.319
H 17.822 12.006 -15.780
H 16.286 12.116 -15.725
O 15.650 9.757 -17.524
H 15.861 8.838 -17.721
H 14.908 9.734 -16.907
C 20.423 12.571 -20.052
C 19.326 11.700 -19.487
C 19.745 10.790 -18.355
O 18.575 10.083 -17.942
C 18.872 9.004 -17.077
N 18.120 12.481 -19.009
H 20.036 13.211 -20.845
H 21.234 11.977 -20.477
H 20.874 13.216 -19.292
H 18.979 10.984 -20.239
H 20.189 11.314 -17.496
H 20.495 10.077 -18.712
H 19.518 9.308 -16.249
H 19.356 8.189 -17.623
H 17.943 8.632 -16.651
H 18.536 13.126 -18.328
H 17.866 13.131 -19.755
*
```

Here are the natural (NBO) charges for atoms 1 to 8, given in e: Mg 1.72; Br -0.85; O -0.99; H 0.51; H 0.51; O -1.00; H 0.51; H 0.52